Entry 1:
Density functional theory data (wB97M-V/def2-TZVPD) for the molecule C5H8O.

Calculated values
* gap between HOMO and LUMO: 0.31685 Eh

Element x y z (Å)
C1 1.97 0.08 -0.87
C2 0.61 -0.46 -0.67
C3 -0.46 0.60 -0.61
C4 -1.20 0.35 0.71
C5 -1.37 -1.01 1.22
O1 -0.30 -0.20 1.68
H1 2.08 1.19 -0.90
H2 2.22 -0.36 -1.85
H3 2.68 -0.38 -0.17
H4 -0.10 1.64 -0.63
H5 -1.10 0.44 -1.50
H6 -1.87 1.14 1.07
H7 -2.11 -1.23 1.99
H8 -1.04 -1.79 0.53



Entry 2:
Density functional theory data (wB97M-V/def2-TZVPD) for a cluster of 2 separate species, C2H3NO in total at a distorted geometry.

Calculated values
* 2S+1: 3
* gap between HOMO and LUMO (spin up / spin down): 0.30046 / 0.35838 Eh

Element x y z (Å)
C1 -1.85 -0.30 -0.40
C2 1.46 0.26 0.24
N1 -2.35 0.43 0.30
O1 0.55 -0.54 0.26
H1 -1.60 -0.94 -1.27
H2 1.38 0.94 1.09
H3 2.40 0.15 -0.22



The following relative energy (zero: lowest compared OMol25 entry of this formula, charge and spin) values (in kcal/mol) correspond, in order, to the records above: 117.8; 37.4.